--- i ---
The following is a DFT calculation (ωB97M-V with the def2-TZVPD basis set) of 8 unconnected molecules or ions with the total composition C32H56N8.

Structure (ORCA input):
```
! wB97M-V def2-TZVPD RIJCOSX def2/J DEFGRID3
* xyz 0 1
C -0.40764 -0.86858 4.28068
C -1.77367 -0.69548 4.92771
C -2.20716 0.79582 5.03411
C -2.51193 1.34265 3.69317
N -2.70111 1.69706 2.60415
H -0.36784 -1.78182 3.71069
H 0.37698 -0.94604 5.03311
H -0.12980 -0.15970 3.51617
H -1.87276 -1.11437 5.90820
H -2.43131 -1.26438 4.32147
H -1.41831 1.36352 5.41667
H -3.11688 0.89854 5.70844
C 2.83568 1.26177 2.52959
C 4.02328 0.75328 1.73536
C 3.88526 -0.51752 0.82139
C 3.60261 -1.83851 1.38012
N 3.47064 -2.79349 2.00104
H 3.12978 2.16251 3.06171
H 2.52431 0.55000 3.23296
H 2.00857 1.51637 1.81879
H 4.89521 0.64127 2.33560
H 4.29632 1.58433 1.05557
H 4.81198 -0.59090 0.30785
H 3.20605 -0.32405 -0.00933
C -5.55962 -2.78826 1.15723
C -5.27519 -1.34246 1.21845
C -3.82401 -0.96856 0.92951
C -3.37747 -1.28693 -0.40119
N -2.87821 -1.63469 -1.39822
H -6.47276 -3.04957 1.70221
H -4.71141 -3.31209 1.62586
H -5.52243 -3.15322 0.12847
H -5.43131 -0.85258 2.21377
H -5.97666 -0.89170 0.52511
H -3.26369 -1.58624 1.64797
H -3.59295 0.11897 1.14159
C -0.68619 -7.47811 0.28592
C 0.24895 -6.69373 1.24574
C 0.40519 -5.18415 0.83813
C -0.79951 -4.38001 1.09747
N -1.80529 -3.91038 1.34714
H -0.79195 -8.53313 0.58401
H -0.18110 -7.27465 -0.65998
H -1.63661 -6.89009 0.22381
H 1.25998 -7.17185 1.17431
H 0.00454 -6.79715 2.28347
H 0.60684 -5.09652 -0.25946
H 1.25899 -4.68402 1.38733
C -0.69826 3.79898 -3.12600
C -2.01548 2.91882 -3.19808
C -2.11856 2.23333 -4.56749
C -1.01299 1.27307 -4.91454
N -0.09877 0.58147 -5.12064
H -0.74435 4.56213 -4.01014
H 0.26114 3.26692 -3.35612
H -0.56656 4.48248 -2.28852
H -2.88857 3.54724 -3.17375
H -2.16277 2.09263 -2.46507
H -2.10634 3.01373 -5.31286
H -3.07832 1.65120 -4.55937
C 4.67521 0.07254 -6.75423
C 4.51110 1.22943 -5.87422
C 3.61920 1.10352 -4.59909
C 4.27225 0.27204 -3.55820
N 4.88055 -0.33315 -2.79476
H 3.74184 -0.36699 -7.06254
H 5.25339 -0.60532 -6.11397
H 5.27218 0.42317 -7.60341
H 4.05211 2.01615 -6.47333
H 5.45217 1.68518 -5.59178
H 2.74724 0.46420 -4.85180
H 3.43066 2.11426 -4.13856
C 1.13908 4.61140 2.40357
C -0.15254 3.97132 1.84051
C -1.35321 4.81918 2.40695
C -1.65279 6.01462 1.54574
N -2.22594 6.95949 1.15450
H 0.95520 5.68666 2.49040
H 2.00323 4.42754 1.78545
H 1.40686 4.20442 3.41456
H -0.24189 2.89206 2.18235
H -0.10877 3.98823 0.70181
H -1.06305 5.12346 3.40976
H -2.16096 4.16943 2.45357
C -0.22465 -0.32659 0.51254
C 0.22111 -1.23231 -0.54661
C 0.12908 -0.43833 -1.85458
C 1.13405 0.61922 -1.85695
N 2.03184 1.29081 -1.70273
H -1.18018 0.10232 0.31509
H 0.59165 0.46719 0.71605
H -0.37275 -0.81072 1.49772
H -0.40756 -2.10199 -0.68798
H 1.18924 -1.57479 -0.41335
H -0.93844 -0.13722 -2.02847
H 0.47691 -1.05362 -2.69535
*
```

**Structure (SMILES)**: CCCC#N.CCCC#N.CCCC#N.CCCC#N.CCCC#N.CCCC#N.CCCC#N.CCCC#N
**HOMO**: -0.4030 Eh

In elementary charge units, the Löwdin charges are:
1 C -0.099
2 C -0.225
3 C -0.153
4 C -0.180
5 N 0.171
6 H 0.061
7 H 0.081
8 H 0.045
9 H 0.102
10 H 0.086
11 H 0.092
12 H 0.141
13 C -0.102
14 C -0.222
15 C -0.174
16 C -0.221
17 N 0.133
18 H 0.069
19 H 0.045
20 H 0.064
21 H 0.093
22 H 0.117
23 H 0.093
24 H 0.072
25 C -0.122
26 C -0.292
27 C -0.221
28 C -0.224
29 N 0.173
30 H 0.082
31 H 0.066
32 H 0.083
33 H 0.122
34 H 0.107
35 H 0.096
36 H 0.093
37 C -0.100
38 C -0.257
39 C -0.177
40 C -0.237
41 N 0.175
42 H 0.078
43 H 0.066
44 H 0.079
45 H 0.114
46 H 0.091
47 H 0.126
48 H 0.114
49 C -0.092
50 C -0.238
51 C -0.203
52 C -0.194
53 N 0.148
54 H 0.098
55 H 0.059
56 H 0.048
57 H 0.095
58 H 0.103
59 H 0.104
60 H 0.130
61 C -0.119
62 C -0.307
63 C -0.178
64 C -0.271
65 N 0.137
66 H 0.078
67 H 0.083
68 H 0.085
69 H 0.103
70 H 0.109
71 H 0.098
72 H 0.124
73 C -0.128
74 C -0.250
75 C -0.188
76 C -0.196
77 N 0.124
78 H 0.067
79 H 0.057
80 H 0.082
81 H 0.086
82 H 0.118
83 H 0.112
84 H 0.045
85 C -0.108
86 C -0.270
87 C -0.186
88 C -0.244
89 N 0.184
90 H 0.047
91 H 0.088
92 H 0.061
93 H 0.083
94 H 0.075
95 H 0.096
96 H 0.119



--- ii ---
The following is a DFT calculation (ωB97M-V with the def2-TZVPD basis set) of 8 unconnected molecules or ions with the total composition C32H56N8.

Structure (ORCA input):
```
! wB97M-V def2-TZVPD RIJCOSX def2/J DEFGRID3
* xyz 0 1
C -0.98306 -9.68369 22.82395
C -1.35432 -8.64089 21.73561
C -0.21200 -7.67654 21.38119
C 0.77376 -8.20928 20.46202
N 1.53460 -8.64807 19.71869
H -0.12427 -10.21260 22.41068
H -1.81067 -10.38449 22.93365
H -0.82219 -9.14716 23.75903
H -2.19721 -8.05375 22.10017
H -1.65812 -9.25902 20.89079
H 0.17094 -7.32184 22.33808
H -0.57832 -6.78486 20.87243
C -6.09280 -5.53911 19.00618
C -6.39887 -6.67046 20.05634
C -5.16541 -7.54635 20.30866
C -3.99215 -6.69068 20.70370
N -3.10842 -6.04137 21.00161
H -7.00994 -4.99340 18.78447
H -5.73042 -5.97817 18.07666
H -5.34158 -4.82904 19.35194
H -7.31327 -7.20655 19.80221
H -6.49992 -6.20372 21.03616
H -4.92637 -8.12095 19.41379
H -5.30999 -8.26605 21.11439
C 5.52257 -8.59790 16.33268
C 5.04383 -10.02157 16.81163
C 3.90934 -9.96219 17.82391
C 3.82845 -11.13780 18.61905
N 3.73376 -12.13406 19.23426
H 5.94494 -7.97019 17.11734
H 4.69467 -7.96832 16.00663
H 6.08267 -8.66151 15.39976
H 5.94345 -10.50038 17.19830
H 4.72484 -10.55440 15.91585
H 2.94314 -9.79975 17.34627
H 4.07504 -9.11057 18.48376
C -4.91353 -10.34117 25.80851
C -4.30790 -8.91377 25.49064
C -4.53058 -8.73153 23.94551
C -5.90495 -8.56463 23.53616
N -7.01277 -8.44693 23.24539
H -5.18612 -10.16776 26.84954
H -4.24674 -11.20042 25.88051
H -5.72456 -10.60431 25.12948
H -3.30242 -8.84488 25.90578
H -4.92930 -8.20613 26.03944
H -4.18112 -9.53696 23.29956
H -4.05569 -7.79905 23.64045
C 2.59690 -6.73736 24.81865
C 1.82745 -8.03636 24.98879
C 2.41840 -8.86919 26.12520
C 2.76180 -8.08925 27.33661
N 3.05015 -7.51623 28.29273
H 2.22289 -5.88379 25.38402
H 2.41887 -6.39217 23.80019
H 3.66577 -6.83268 25.00980
H 1.80223 -8.60651 24.06014
H 0.80503 -7.75465 25.24061
H 3.22939 -9.48452 25.73564
H 1.61961 -9.53809 26.44550
C -5.67133 -12.86810 23.43228
C -4.44878 -13.61403 22.91708
C -4.19787 -13.29551 21.43609
C -4.13083 -11.87207 21.01470
N -4.01457 -10.75763 20.74145
H -6.56727 -13.25169 22.94415
H -5.65981 -11.80139 23.20848
H -5.80173 -12.82983 24.51377
H -4.64793 -14.67289 23.08216
H -3.53456 -13.40609 23.47302
H -5.01079 -13.80186 20.91565
H -3.24356 -13.73991 21.15346
C -1.54187 -13.48529 18.94746
C -0.63030 -12.30775 19.56923
C -0.57161 -11.10322 18.56002
C 0.14109 -11.42196 17.33240
N 0.68235 -11.75709 16.37497
H -1.20958 -13.86502 17.98129
H -2.59807 -13.21598 18.94475
H -1.27543 -14.29365 19.62840
H 0.42943 -12.55650 19.62565
H -0.94563 -12.18196 20.60501
H -0.04259 -10.26256 19.00892
H -1.62148 -10.93074 18.32306
C -1.30828 -3.29232 20.18725
C -0.71522 -1.86870 20.19078
C -1.76510 -0.76141 20.41943
C -2.81533 -0.53391 19.41294
N -3.56144 -0.29333 18.60890
H -0.57756 -4.04472 19.89050
H -2.16145 -3.45411 19.52845
H -1.79652 -3.63956 21.09783
H -0.12658 -1.69687 19.28963
H -0.10672 -1.80396 21.09280
H -1.18564 0.15872 20.49478
H -2.28559 -0.84743 21.37326
*
```

**Structure (SMILES)**: CCCC#N.CCCC#N.CCCC#N.CCCC#N.CCCC#N.CCCC#N.CCCC#N.CCCC#N
**HOMO**: -0.4029 Eh

In elementary charge units, the Löwdin charges are:
1 C -0.087
2 C -0.256
3 C -0.172
4 C -0.196
5 N 0.182
6 H 0.073
7 H 0.050
8 H 0.060
9 H 0.058
10 H 0.082
11 H 0.111
12 H 0.094
13 C -0.092
14 C -0.234
15 C -0.188
16 C -0.196
17 N 0.182
18 H 0.068
19 H 0.071
20 H 0.061
21 H 0.110
22 H 0.097
23 H 0.111
24 H 0.057
25 C -0.106
26 C -0.231
27 C -0.240
28 C -0.256
29 N 0.133
30 H 0.068
31 H 0.062
32 H 0.066
33 H 0.106
34 H 0.108
35 H 0.107
36 H 0.106
37 C -0.101
38 C -0.179
39 C -0.200
40 C -0.268
41 N 0.174
42 H 0.068
43 H 0.067
44 H 0.046
45 H 0.102
46 H 0.104
47 H 0.089
48 H 0.106
49 C -0.117
50 C -0.275
51 C -0.187
52 C -0.228
53 N 0.145
54 H 0.079
55 H 0.063
56 H 0.083
57 H 0.099
58 H 0.102
59 H 0.123
60 H 0.110
61 C -0.109
62 C -0.238
63 C -0.175
64 C -0.188
65 N 0.187
66 H 0.086
67 H 0.047
68 H 0.067
69 H 0.112
70 H 0.106
71 H 0.125
72 H 0.096
73 C -0.086
74 C -0.201
75 C -0.192
76 C -0.242
77 N 0.153
78 H 0.068
79 H 0.052
80 H 0.062
81 H 0.094
82 H 0.082
83 H 0.059
84 H 0.110
85 C -0.132
86 C -0.232
87 C -0.195
88 C -0.243
89 N 0.140
90 H 0.061
91 H 0.060
92 H 0.049
93 H 0.111
94 H 0.103
95 H 0.112
96 H 0.117



Stability check: which of them is least stable? i.